[1]
Here is C21H56AsF6O21S7 as an isolated structure in a non-equilibrium geometry from the Open Molecules 2025 dataset. Energies are from wB97M-V/def2-TZVPD.

XYZ file:
```
112
Properties=species:S:1:pos:R:3:forces:R:3
As 0.358755 0.734758 -0.624214 -1.43 0.28 -0.81
F 0.378783 2.368990 0.021775 0.46 -0.57 0.34
F 2.089699 0.572916 -0.625230 -0.09 0.17 0.37
F 0.196572 -0.828449 -1.373983 0.20 -0.11 0.10
F -1.409666 0.829699 -0.579749 0.38 0.10 -0.24
F 0.422146 1.459259 -2.201400 -0.02 -0.12 0.05
F 0.231101 -0.010482 0.935221 0.52 0.17 0.32
O -4.597670 -2.071460 -2.927240 0.14 -0.13 -0.46
S -5.462341 -1.858494 -1.821117 -0.73 0.27 0.89
O -5.314679 -2.661839 -0.634970 0.33 0.32 -0.14
O -5.396876 -0.287497 -1.444301 -0.29 -0.66 -0.23
C -4.520561 0.079862 -0.354868 0.13 -0.20 1.35
C -5.320795 0.251511 0.930310 -0.39 0.05 -0.37
C -7.182546 -1.952973 -2.291816 0.45 1.46 -0.72
H -4.013368 1.011309 -0.587343 0.11 -0.21 -0.55
H -3.804423 -0.726088 -0.196212 0.27 0.24 -0.20
H -5.961743 1.133543 0.859686 -0.15 -0.12 -0.07
H -4.706253 0.383561 1.818678 0.27 -0.13 -0.16
H -5.924022 -0.647286 1.062430 -0.08 0.11 0.22
H -7.306722 -2.515782 -3.211926 0.10 -0.57 0.33
H -7.406754 -0.923605 -2.586500 -0.18 -0.05 0.14
H -7.796463 -2.220669 -1.442159 0.07 -0.31 -0.03
O 3.257401 0.096966 -8.835384 0.15 0.23 0.26
S 3.118440 1.308597 -8.090261 -0.12 0.09 -0.17
O 1.863862 2.001636 -8.089849 0.28 -0.01 -0.02
O 3.546553 0.968043 -6.606013 0.13 0.14 -0.33
C 3.448708 2.001649 -5.585008 0.24 0.04 0.53
C 2.041031 2.271189 -5.107014 0.41 0.02 0.71
C 4.368201 2.464879 -8.610602 0.84 0.70 1.01
H 3.976071 2.902488 -5.908103 -0.21 0.02 -0.27
H 4.057066 1.628581 -4.761874 -0.06 -0.36 -0.14
H 1.571871 3.056452 -5.688442 -0.41 -0.30 -0.08
H 2.097249 2.578418 -4.058376 0.08 0.31 -0.12
H 1.484046 1.339903 -5.021404 -0.23 0.09 -0.52
H 5.383906 2.174381 -8.329796 -0.17 -0.88 -0.51
H 4.326398 3.378495 -8.009548 -0.83 0.07 -0.28
H 4.279384 2.706474 -9.663213 -0.14 -0.19 -0.04
O -2.022326 6.328592 0.414337 -0.04 0.17 0.41
S -1.530786 5.981119 1.722977 0.76 -1.05 -1.11
O -2.065070 6.605366 2.890522 0.16 0.10 -0.06
O -1.615636 4.397865 1.904182 -0.19 0.43 0.86
C -2.437710 3.501488 1.118244 0.10 0.01 -0.89
C -3.892242 3.918102 0.956645 0.36 0.46 0.64
C 0.276923 6.040918 1.665382 -1.29 -0.39 0.72
H -2.347054 2.540199 1.620228 0.05 0.08 0.12
H -1.924815 3.394527 0.162392 -0.20 0.03 -0.09
H -4.438727 3.749850 1.886112 -0.15 -0.29 -0.14
H -4.329275 3.390184 0.111979 -0.13 -0.12 0.11
H -3.964801 4.989006 0.775092 0.03 -0.07 -0.31
H 0.546382 5.425477 0.812531 0.15 0.30 -0.20
H 0.576737 5.525436 2.577022 0.28 0.27 0.09
H 0.577876 7.082097 1.647163 0.18 -0.03 -0.15
O -3.776759 -1.368447 3.366337 0.09 0.13 0.05
S -2.479123 -1.954602 3.523558 0.64 -1.07 -0.16
O -1.368760 -1.208426 4.026171 -0.50 -0.17 0.14
O -2.627906 -3.246709 4.474391 0.34 0.64 -0.11
C -3.654741 -4.216480 4.164235 0.22 -0.09 -0.49
C -3.748203 -5.153785 5.367411 -0.85 0.92 -0.82
C -2.034156 -2.714009 1.976522 -0.61 0.26 -0.08
H -3.333829 -4.766279 3.274321 0.02 -0.09 0.08
H -4.558698 -3.683767 3.864078 -0.16 -0.04 0.51
H -4.747924 -5.589760 5.385183 0.12 -0.31 -0.10
H -3.690320 -4.526344 6.254048 0.43 -0.32 0.22
H -2.987473 -5.916272 5.249585 0.09 -0.05 0.58
H -2.884129 -3.332435 1.690382 0.00 0.10 -0.21
H -1.145385 -3.337290 1.989531 0.15 0.21 0.40
H -1.925343 -1.880409 1.281745 0.08 -0.04 -0.04
O -3.148691 -5.422874 -2.186165 0.10 -0.67 0.01
S -2.044167 -5.139150 -1.334912 0.49 1.07 -0.02
O -2.005247 -5.553486 0.039873 -0.19 -0.05 -0.05
O -0.737146 -5.744221 -2.058101 -0.91 0.20 0.12
C 0.520741 -5.598191 -1.386593 0.51 -0.12 -0.07
C 1.349099 -6.846481 -1.606840 -0.11 -0.35 0.74
C -1.799002 -3.379810 -1.453827 -0.51 0.25 0.34
H 0.373287 -5.415240 -0.321612 -0.09 -0.04 -0.03
H 1.041460 -4.740119 -1.818987 -0.16 0.06 -0.02
H 2.317841 -6.687935 -1.126921 0.19 0.09 -0.45
H 1.427001 -7.126647 -2.654370 0.23 0.25 -0.06
H 0.948812 -7.714403 -1.076067 -0.34 0.14 -0.07
H -1.510447 -3.175171 -2.480075 0.35 0.19 0.13
H -1.208450 -2.922101 -0.663877 0.84 -0.46 -0.36
H -2.753965 -2.880037 -1.289285 -0.36 -0.54 -0.25
O 6.411747 -1.078609 2.852718 -0.45 -0.28 0.05
S 5.554790 -0.895793 1.724999 -0.72 0.18 -0.67
O 6.141900 -0.742110 0.420741 0.01 0.04 0.24
O 4.512585 -2.123263 1.642011 0.69 0.75 0.72
C 3.912876 -2.414228 0.367527 0.24 -0.03 -0.64
C 2.503371 -2.916351 0.589687 0.12 0.24 0.44
C 4.424664 0.473605 2.001516 0.72 -0.79 0.34
H 4.599168 -3.112649 -0.121584 -0.40 -0.31 0.09
H 3.905730 -1.553009 -0.306720 -0.05 0.20 0.38
H 2.431903 -3.551821 1.474590 0.26 -0.48 -0.32
H 2.196516 -3.414340 -0.328825 -0.30 -0.07 0.19
H 1.820712 -2.100244 0.837085 0.07 0.17 -0.44
H 3.958793 0.659172 1.037895 -0.10 0.32 0.09
H 5.040998 1.269789 2.412152 -0.07 0.27 -0.38
H 3.719709 0.196543 2.781790 -0.06 -0.15 -0.11
O 3.359019 2.072325 4.693945 -0.20 0.31 -0.02
S 2.598506 3.120668 4.073177 -0.02 0.45 -0.39
O 2.104986 4.215461 4.864076 -0.06 -0.36 0.02
O 3.489447 3.778913 2.895320 -0.22 -0.69 0.10
C 4.435676 4.776656 3.271088 0.35 0.70 0.25
C 5.673848 4.739713 2.401952 0.40 0.37 -1.11
C 1.371574 2.397633 3.008044 0.55 0.37 0.47
H 4.730779 4.732574 4.320912 -0.27 -0.48 0.03
H 3.958051 5.750881 3.143572 -0.11 -0.06 0.08
H 5.933965 3.819259 1.876695 -0.34 -0.42 0.62
H 6.552418 5.055650 2.963560 -0.04 0.01 0.05
H 5.563229 5.430250 1.559220 -0.01 0.15 0.18
H 2.000779 1.772591 2.379863 -0.53 -0.20 -0.29
H 0.845012 3.170631 2.458430 0.15 0.01 -0.15
H 0.657035 1.841820 3.609831 0.20 -0.21 0.06
```
Positions in Å, forces in eV/Å.

energy: -8036.20827 hartree
net charge: -1
HOMO: -8.84 eV
ΔE to the lowest compared entry with this formula, charge and spin: 54.9 kcal per mole
LUMO level: 2.0 eV

[2]
Here is a 11-piece molecular cluster, C21H56F16N9O15P2S4 overall in a non-equilibrium geometry from the Open Molecules 2025 dataset. Energies are from wB97M-V/def2-TZVPD.

XYZ file:
```
123
Properties=species:S:1:pos:R:3:forces:R:3
C -4.085699 -0.062518 -2.128954 -0.59 -0.09 0.99
C -5.139112 0.690425 -1.369808 2.10 -0.05 -1.25
O -6.147383 1.092686 -1.772732 -1.93 0.61 0.00
N -4.773976 0.946593 0.095616 -0.33 -0.30 0.73
H -5.391476 0.310172 0.609288 0.13 0.05 0.05
H -3.788053 0.669653 0.314952 -0.39 0.50 -0.43
C -5.129927 2.339876 0.541377 -0.42 0.21 -0.54
H -4.221142 0.030223 -3.198543 -0.22 0.17 -0.02
H -4.274841 -1.093074 -1.796225 0.49 -0.15 -0.22
H -3.104362 0.285749 -1.829117 -0.14 -0.01 -0.22
H -4.979595 2.435907 1.611412 0.30 0.05 -0.04
H -6.187298 2.472007 0.323012 -0.01 -0.06 0.04
H -4.594755 3.063890 -0.073783 0.33 -0.08 0.25
C -4.555386 -6.560497 3.571542 0.14 0.56 -0.11
C -3.818291 -6.184476 2.329214 -0.78 -0.46 0.47
O -4.242456 -5.989798 1.254775 0.15 0.23 -0.70
N -2.297826 -5.999030 2.509455 0.56 -0.90 -0.39
H -2.027096 -6.290481 3.456232 -0.05 0.80 0.14
H -1.799423 -6.705297 1.951884 -0.39 0.17 -0.35
C -1.869935 -4.606323 2.083039 -0.22 -0.52 1.41
H -4.248361 -5.883417 4.373813 0.08 -0.31 0.20
H -4.376995 -7.606651 3.825221 0.10 0.04 0.16
H -5.615724 -6.396928 3.401055 -0.03 -0.17 -0.12
H -2.448641 -3.966791 2.744994 0.24 0.41 -0.15
H -2.133032 -4.409227 1.053863 0.04 -0.28 -0.12
H -0.812303 -4.550709 2.315970 0.06 0.34 -0.25
C -1.101886 2.642241 3.978658 0.36 -0.24 -0.23
C -2.033040 1.516267 4.253678 0.87 2.02 -0.44
O -2.949439 1.549355 4.982472 -1.24 -0.92 0.64
N -1.785749 0.227040 3.487916 -0.62 -0.55 -1.30
H -2.695430 -0.238187 3.403943 0.09 -0.03 0.65
H -1.597873 0.429693 2.486215 0.52 0.29 0.48
C -0.745831 -0.691596 4.011621 1.07 0.29 0.17
H -1.170865 3.116974 2.991209 -0.18 -0.50 -0.16
H -0.077995 2.267422 4.067637 0.12 0.37 0.10
H -1.339111 3.458430 4.652683 0.24 -0.20 0.38
H 0.204602 -0.160412 4.125952 -0.23 0.25 0.02
H -0.527300 -1.444557 3.256898 -0.37 -0.22 0.10
H -1.024242 -1.074976 4.987543 -0.22 -0.16 -0.10
C -1.699671 -3.457445 -3.747281 -0.53 0.48 -0.63
C -0.728790 -4.056591 -4.718680 -1.50 -0.29 1.87
O 0.420115 -4.121413 -4.516318 1.27 -0.20 -0.73
N -1.312535 -4.750752 -5.938489 -0.19 0.32 -1.57
H -2.261814 -5.127100 -5.826301 0.25 -0.12 0.66
H -1.497468 -4.029466 -6.656563 0.37 -0.01 0.12
C -0.401225 -5.793483 -6.518901 0.38 -0.33 0.05
H -2.741092 -3.771104 -3.821063 0.10 -0.20 -0.28
H -1.691927 -2.378532 -3.935131 0.01 0.04 0.25
H -1.351359 -3.635206 -2.736952 0.23 0.09 -0.02
H -0.201439 -6.531008 -5.747167 -0.20 -0.10 -0.04
H 0.556631 -5.366722 -6.797038 -0.14 0.33 0.00
H -0.865332 -6.241523 -7.391944 -0.15 0.01 0.07
C 3.032350 2.157512 0.651587 0.46 -0.13 0.57
C 3.034106 1.101272 -0.376818 -1.19 1.78 0.53
O 2.277449 0.209547 -0.500093 0.48 -1.09 -0.46
N 3.969691 1.351800 -1.580243 1.25 -0.24 -1.17
H 3.482588 1.217686 -2.469326 -0.44 -0.34 0.33
H 4.348672 2.298409 -1.661041 -0.20 0.06 0.82
C 5.172768 0.413638 -1.599480 -0.17 1.02 0.14
H 3.998931 2.423948 1.092179 0.12 -0.33 -0.09
H 2.381485 1.743147 1.420246 0.05 0.47 0.23
H 2.633959 3.122039 0.294655 -0.35 -0.26 -0.19
H 5.861773 0.877446 -2.299547 0.17 -0.48 -0.18
H 4.835626 -0.569550 -1.895084 0.09 -0.10 0.01
H 5.630876 0.449879 -0.614736 -0.08 -0.21 0.08
C 5.344144 -4.546949 3.169530 0.82 1.76 -0.53
C 3.928423 -4.131019 2.957101 1.51 -1.62 0.89
O 3.086427 -4.242052 3.759409 -1.39 0.46 -0.10
N 3.579108 -3.668072 1.538834 -0.49 -0.45 -0.42
H 4.429460 -3.466005 1.007173 -0.03 0.57 0.31
H 3.203253 -4.474763 1.027733 -0.11 -0.06 0.36
C 2.560936 -2.576471 1.561162 -0.12 1.03 -0.45
H 5.528448 -4.782901 4.210477 -0.29 -0.56 -0.03
H 5.954727 -3.637792 3.024009 -0.05 -0.06 -0.09
H 5.746406 -5.246563 2.437492 -0.27 -0.32 0.15
H 1.723572 -2.802643 2.209812 0.25 -0.46 0.21
H 2.163848 -2.377458 0.568345 0.26 -0.14 -0.10
H 3.033163 -1.687741 1.964742 0.05 0.16 0.11
C 3.187612 5.347736 -5.942682 -0.06 -0.67 -0.06
C 2.306862 5.413326 -4.733206 0.95 0.08 -1.95
O 1.476267 6.200925 -4.555238 -1.17 0.57 1.12
N 2.524460 4.281453 -3.720870 0.43 -0.91 1.19
H 2.871195 3.425659 -4.158572 -0.33 0.25 -0.59
H 3.306683 4.519466 -3.099285 -0.29 0.59 0.00
C 1.276852 3.967155 -2.902477 0.09 0.13 -0.43
H 2.858188 4.523235 -6.587462 0.11 -0.20 0.28
H 4.230499 5.191029 -5.664508 0.05 0.13 -0.20
H 3.027309 6.222068 -6.564681 0.22 0.31 0.34
H 1.452655 3.122983 -2.238018 0.15 0.11 0.09
H 0.522725 3.689486 -3.633887 -0.28 0.22 0.25
H 1.031848 4.866329 -2.345471 -0.31 -0.12 0.02
P 3.237975 0.449778 4.459579 -0.69 0.38 0.57
F 2.966058 -1.167220 4.178537 0.42 -0.21 0.01
F 2.054017 0.366527 5.569482 0.02 0.30 -0.04
F 4.307362 0.183869 5.596730 0.34 -0.83 -0.42
F 3.475655 2.004815 4.613476 -0.40 0.17 -0.11
F 4.342711 0.390954 3.253150 -0.07 -0.23 -0.08
F 2.041590 0.745310 3.356345 0.22 -0.10 -0.47
P -2.813009 3.551699 -3.166694 -0.76 -0.03 0.02
F -3.634069 4.392164 -2.064102 0.34 -0.17 0.25
F -2.343897 2.430898 -2.044422 -0.58 0.42 -0.08
F -4.162207 2.644743 -3.365076 0.14 0.10 -0.52
F -2.047990 2.648532 -4.287934 0.31 -0.11 0.06
F -3.184394 4.602533 -4.305677 -0.48 -0.28 0.00
F -1.481269 4.392493 -2.852268 0.47 -0.16 0.16
N -1.988145 0.412342 0.450728 1.81 -3.29 -1.35
S -0.754886 1.396251 0.280689 0.75 6.33 -0.92
O -0.301857 1.659614 -1.053463 1.20 -2.34 0.58
O 0.143686 1.347258 1.387405 -0.12 -0.94 -0.04
F -1.545628 2.729130 0.478307 -0.68 -0.55 1.04
S -1.291185 -1.003781 -0.199956 -2.50 0.00 1.65
O -0.116549 -1.508142 0.434211 0.28 0.36 -0.25
O -1.495978 -1.175140 -1.594968 0.46 -0.26 0.30
F -2.417737 -1.910909 0.541669 -0.17 -0.27 -0.53
N 1.098636 6.484446 1.850305 0.23 -1.96 0.84
S 1.826391 5.503123 2.943509 1.65 2.99 0.66
O 3.145610 5.139371 2.533806 -0.17 -0.69 -0.41
O 1.033855 4.571467 3.669767 -0.45 -0.31 -0.32
F 2.094707 6.693702 3.939998 -0.05 -0.42 0.28
S 0.118398 5.538819 1.098900 -1.86 0.86 -1.68
O -1.180184 5.368963 1.668704 0.08 -0.32 0.29
O 0.710650 4.364578 0.508038 0.60 -0.60 -0.21
F -0.170545 6.455275 -0.162704 0.27 -0.01 0.13
```
Positions in Å, forces in eV/Å.

energy: -6327.77204 hartree
net charge: +3
HOMO: -13.04 eV
LUMO level: -7.6 eV